C14H17ClF10IrN2O2Sb | ωB97M-V/def2-TZVPD

Geometry as XYZ:
```
48
Properties=species:S:1:pos:R:3
Ir 0.22536 -0.00533 -0.21460
C -0.47213 -3.32809 -0.51267
C 0.50669 -2.93282 0.57707
N 0.28422 -1.57401 1.18281
C 1.41009 -1.23667 2.11030
C 2.22265 -0.07732 1.56283
C -1.00957 -1.49660 1.90134
C -1.29907 -0.03783 2.21579
N -1.13939 0.74679 0.97013
C -1.85077 1.94494 0.88634
C -2.42093 2.39842 -0.31413
F -2.41235 1.63761 -1.40024
C -3.12173 3.58912 -0.37393
F -3.65283 3.94813 -1.53620
C -3.29024 4.37863 0.74179
C -2.75334 3.94599 1.93730
F -2.88587 4.68260 3.03344
C -2.06523 2.75415 2.02057
F -1.52736 2.42140 3.19645
H 0.00806 -4.07264 -1.14628
H -0.73210 -2.49796 -1.16577
H -1.38845 -3.76637 -0.11919
H 1.52098 -2.91698 0.18252
H 0.48280 -3.65275 1.39994
H 2.03525 -2.11870 2.23917
H 0.99670 -0.98796 3.08575
H 2.79966 -0.34737 0.68462
H 2.92088 0.27564 2.32190
H 1.58532 0.80819 1.32738
H -0.97488 -2.08685 2.81997
H -1.78228 -1.89964 1.24874
H -0.63306 0.35855 2.98211
H -2.31886 0.06161 2.58668
H -3.84324 5.30626 0.68695
Cl -1.56242 0.83318 -4.77007
C 0.02006 0.93862 -3.97105
C -0.11461 0.65676 -2.52800
O -0.61683 -0.42489 -2.03220
O 0.31767 1.45088 -1.61495
H 0.43919 1.93017 -4.10687
H 0.68415 0.19057 -4.40603
F 1.68861 -0.85990 -1.22524
Sb 3.93424 -1.51374 -2.07920
F 4.06407 0.17660 -1.31027
F 4.13711 -2.17344 -0.35817
F 5.60433 -1.53376 -2.83396
F 2.92581 -3.06775 -2.31259
F 3.05362 -0.82547 -3.57028
```

Values from the calculation:
Relative energy (zero: lowest compared OMol25 entry of this formula, charge and spin) ... 23.7 kcal per mole
Charge ... +1
2S+1 ... 2
Lowest unoccupied orbital energy (alpha / beta) ... -5.047 / -6.131 eV